[1]
{"formula": "C11H23F4N4O2", "method": "wB97M-V/def2-TZVPD", "elements": ["N", "C", "N", "C", "C", "C", "F", "F", "C", "F", "F", "N", "H", "H", "H", "H", "H", "H", "H", "H", "C", "O", "C", "C", "N", "C", "C", "O", "C", "H", "H", "H", "H", "H", "H", "H", "H", "H", "H", "H", "H", "H", "H", "H"], "xyz": [[-3.547, 0.091, -3.797], [-3.088, -1.178, -4.053], [-1.939, -1.700, -4.889], [-1.133, -2.473, -3.824], [-2.357, -3.127, -2.951], [-2.179, -3.396, -1.343], [-1.839, -4.857, -1.177], [-3.447, -3.197, -0.553], [-0.983, -2.538, -0.621], [-1.274, -1.061, -0.529], [-0.887, -3.013, 0.809], [-3.646, -2.474, -3.461], [-4.358, 0.166, -3.115], [-3.056, 0.927, -4.210], [-1.388, -0.820, -5.084], [-0.429, -3.291, -4.301], [-0.523, -1.653, -3.252], [-2.435, -4.221, -3.397], [0.050, -2.709, -1.179], [-4.409, -2.336, -2.763], [-0.913, 2.346, 2.847], [-0.140, 1.171, 3.052], [0.097, 0.432, 1.846], [1.578, 0.520, 1.440], [1.924, 1.868, 0.973], [3.369, 2.092, 0.841], [4.225, 1.994, 2.121], [3.975, 3.032, 3.070], [2.865, 2.795, 3.925], [-1.199, 2.742, 3.827], [-0.327, 3.110, 2.333], [-1.825, 2.128, 2.282], [-0.564, 0.747, 1.030], [-0.135, -0.615, 2.075], [1.778, -0.202, 0.642], [2.175, 0.240, 2.314], [1.556, 2.552, 1.629], [3.488, 3.103, 0.435], [3.768, 1.402, 0.088], [5.271, 2.119, 1.817], [4.171, 1.008, 2.594], [2.727, 1.734, 4.149], [1.962, 3.217, 3.490], [3.042, 3.324, 4.868]], "forces_ev_per_angstrom": [[0.8, -2.9, -0.6], [-0.3, -2.9, 0.6], [-1.2, 3.8, 3.1], [-0.1, 0.3, 0.7], [-0.2, -3.4, -1.2], [-0.9, -1.1, 1.9], [-0.9, 4.7, -0.6], [3.7, -0.4, -2.8], [0.1, 0.3, 2.7], [0.5, -4.5, -0.8], [-0.3, 1.5, -4.7], [2.3, 4.6, 0.3], [1.5, 0.2, -1.4], [-1.0, -1.2, 0.7], [-0.4, -1.4, -0.4], [-1.7, 1.8, 1.0], [-1.0, -1.9, -0.8], [0.2, 2.1, 1.3], [-2.2, 0.5, 1.5], [1.0, -0.2, -0.5], [0.1, -0.1, 0.4], [-0.3, 0.1, -0.6], [0.6, -0.3, 0.4], [-0.5, 0.6, 0.2], [0.0, -0.3, 0.1], [-0.1, 0.3, 0.3], [0.2, 0.4, -0.3], [-0.1, -0.6, -0.2], [0.3, 0.4, 0.2], [0.1, -0.2, -0.1], [-0.1, 0.1, -0.2], [0.0, 0.0, 0.0], [0.1, 0.2, 0.1], [0.0, 0.1, -0.1], [0.0, 0.0, 0.0], [-0.1, -0.2, 0.0], [0.1, -0.2, -0.1], [0.1, -0.1, 0.1], [0.0, 0.0, 0.1], [-0.1, 0.0, 0.0], [-0.2, 0.0, 0.1], [0.0, 0.0, -0.1], [-0.3, -0.1, 0.0], [0.1, -0.1, -0.2]], "homo_energy_ev": -10.43, "total_charge": 1, "homo_lumo_gap_ev": 5.58, "lumo_energy_ev": -4.85, "spin_multiplicity": 1}

***

[2]
{"formula": "C41H41N6V", "method": "wB97M-V/def2-TZVPD", "elements": ["V", "C", "C", "C", "C", "C", "C", "C", "N", "N", "C", "C", "C", "C", "C", "C", "N", "C", "C", "C", "C", "C", "C", "N", "H", "H", "H", "H", "H", "H", "H", "H", "H", "H", "H", "H", "H", "H", "H", "H", "H", "H", "H", "H", "C", "C", "C", "C", "C", "C", "N", "N", "C", "C", "C", "C", "C", "C", "H", "H", "H", "H", "H", "H", "H", "H", "H", "C", "C", "C", "C", "C", "C", "C", "C", "C", "C", "H", "H", "H", "H", "H", "H", "H", "H", "H", "H", "H", "H"], "xyz": [[0.666, 0.254, 0.058], [1.266, -2.269, -1.722], [-0.153, -2.801, -1.698], [-1.305, -1.927, -1.271], [-2.595, -2.369, -1.569], [-3.679, -1.718, -1.023], [-3.461, -0.641, -0.179], [-2.162, -0.241, 0.046], [-1.109, -0.855, -0.504], [1.857, -1.808, -0.454], [1.921, -2.857, 0.551], [2.282, -2.326, 1.922], [2.467, -3.206, 2.979], [2.737, -2.684, 4.232], [2.817, -1.309, 4.384], [2.611, -0.510, 3.271], [2.346, -1.007, 2.066], [3.228, -1.331, -0.776], [3.091, -0.094, -1.617], [3.664, 0.049, -2.841], [3.137, 1.100, -3.687], [2.165, 1.914, -3.262], [1.634, 1.878, -1.844], [2.181, 0.744, -1.094], [1.337, -1.438, -2.426], [1.893, -3.077, -2.136], [-0.209, -3.703, -1.079], [-0.361, -3.145, -2.715], [-2.724, -3.233, -2.207], [-4.686, -2.052, -1.241], [-4.275, -0.115, 0.300], [-1.928, 0.591, 0.695], [2.638, -3.640, 0.254], [0.943, -3.333, 0.645], [2.367, -4.273, 2.824], [2.864, -3.342, 5.082], [3.009, -0.856, 5.347], [2.633, 0.572, 3.339], [3.776, -2.116, -1.314], [3.736, -1.111, 0.159], [4.357, -0.691, -3.219], [3.499, 1.185, -4.707], [1.763, 2.657, -3.940], [1.946, 2.812, -1.360], [-1.670, -4.446, 3.810], [-1.541, -4.228, 2.443], [-1.179, -2.986, 1.949], [-0.917, -1.889, 2.798], [-1.082, -2.125, 4.185], [-1.442, -3.370, 4.664], [-0.487, -0.673, 2.287], [-0.507, 0.268, 3.231], [0.077, 1.470, 2.879], [0.106, 2.456, 3.885], [0.767, 3.652, 3.679], [1.399, 3.885, 2.460], [1.316, 2.922, 1.454], [0.656, 1.701, 1.610], [-1.950, -5.418, 4.197], [-1.735, -5.036, 1.744], [-1.105, -2.850, 0.886], [-0.900, -1.305, 4.862], [-1.541, -3.509, 5.736], [-0.382, 2.236, 4.828], [0.795, 4.398, 4.466], [1.941, 4.808, 2.286], [1.802, 3.149, 0.512], [-1.565, 3.203, -0.416], [-0.864, 2.856, -1.736], [-0.157, 4.160, -2.164], [0.125, 1.650, -1.592], [-1.904, 2.509, -2.809], [-3.265, 2.389, -2.539], [-4.179, 2.044, -3.533], [-3.754, 1.815, -4.829], [-2.398, 1.931, -5.120], [-1.496, 2.266, -4.126], [-0.822, 3.434, 0.344], [-2.168, 2.378, -0.038], [-2.225, 4.070, -0.535], [0.527, 4.489, -1.379], [-0.894, 4.954, -2.317], [0.414, 4.052, -3.085], [-0.166, 0.892, -2.336], [-3.634, 2.564, -1.538], [-5.229, 1.954, -3.280], [-4.463, 1.546, -5.603], [-2.041, 1.748, -6.126], [-0.443, 2.310, -4.364]], "forces_ev_per_angstrom": [[0.2, -0.4, 1.4], [0.1, 0.0, -0.1], [-0.1, -0.1, 0.0], [0.0, 0.1, 0.1], [0.1, 0.0, 0.0], [-0.1, 0.0, 0.0], [0.0, 0.0, 0.1], [-0.2, 0.1, -0.1], [0.1, -0.1, -0.3], [-0.1, 0.0, -0.3], [-0.1, 0.0, 0.0], [-0.1, 0.0, 0.0], [0.0, 0.0, 0.0], [0.0, 0.0, 0.0], [0.0, 0.1, 0.0], [0.0, 0.0, 0.0], [0.0, 0.0, -0.1], [0.0, 0.0, 0.0], [0.0, -0.1, 0.0], [0.1, -0.1, 0.0], [0.0, 0.0, 0.0], [-0.1, 0.1, 0.0], [0.0, 0.1, -0.1], [-0.1, 0.1, -0.1], [0.0, 0.0, 0.0], [0.0, 0.0, 0.0], [0.0, 0.0, 0.0], [0.0, 0.0, 0.0], [0.0, 0.0, 0.0], [0.0, 0.0, 0.0], [0.0, 0.0, 0.0], [0.0, 0.0, 0.0], [0.0, 0.0, 0.0], [0.1, 0.0, 0.0], [0.0, 0.0, 0.0], [0.0, 0.0, 0.0], [0.0, 0.0, 0.0], [0.0, 0.0, 0.0], [0.0, 0.0, 0.0], [0.0, 0.0, 0.0], [0.0, 0.0, 0.0], [0.0, 0.0, 0.0], [0.0, 0.0, 0.0], [0.0, 0.0, 0.1], [0.0, 0.0, 0.0], [0.0, 0.0, 0.0], [0.1, 0.1, 0.1], [0.1, 0.0, 0.0], [0.0, 0.0, 0.0], [0.0, 0.0, 0.0], [0.0, 0.2, 0.1], [0.1, 0.0, 0.0], [-0.1, -0.4, -0.1], [0.0, 0.0, 0.0], [0.0, 0.0, 0.0], [0.0, 0.0, 0.0], [0.0, 0.0, 0.2], [0.2, 0.3, -0.6], [0.0, 0.0, 0.0], [0.0, 0.0, 0.0], [0.0, 0.0, -0.1], [0.0, 0.0, 0.0], [0.0, 0.0, 0.0], [0.0, 0.0, 0.0], [0.0, 0.0, 0.0], [0.0, 0.0, 0.0], [0.0, 0.0, 0.0], [0.0, 0.0, 0.0], [-0.1, 0.0, 0.1], [0.0, 0.0, 0.0], [0.1, 0.0, -0.1], [0.0, 0.0, 0.0], [0.0, 0.0, 0.0], [0.0, 0.0, 0.0], [0.0, 0.0, 0.0], [0.0, 0.0, 0.0], [0.0, 0.0, 0.1], [-0.1, 0.0, 0.0], [0.1, 0.1, 0.0], [0.0, 0.0, 0.0], [0.0, 0.0, 0.0], [0.0, 0.0, 0.0], [0.0, 0.0, 0.0], [0.0, 0.0, 0.0], [0.0, 0.0, 0.0], [0.0, 0.0, 0.0], [0.0, 0.0, 0.0], [0.0, 0.0, 0.0], [0.1, 0.0, 0.0]], "homo_energy_ev": [-2.38, -3.71], "de_lowest_ev": 0.4446, "total_charge": -1, "homo_lumo_gap_ev": [4.83, 6.15], "lumo_energy_ev": [2.45, 2.44], "spin_multiplicity": 4}

***

Number 1: energy -1201.44050 Ha. Number 2: energy -2859.46267 Ha.